Record 1
Below is C47H52N5P2S2SiZn as an isolated structure, with properties calculated with wB97M-V/def2-TZVPD.

Last column: Mulliken charge in e.
CARTESIAN COORDINATES (ANGSTROEM)
Zn (-0.4261, 0.3566, 0.3155)  0.47
C (1.3818, 2.5331, -2.4010)  -0.96
C (1.5070, 2.8821, -0.9465)  0.44
C (2.2901, 3.9331, -0.5053)  -0.90
C (2.3167, 4.1962, 0.8641)  -0.87
C (1.5902, 3.4344, 1.7499)  -1.02
C (0.8066, 2.3759, 1.2441)  0.64
N (0.8069, 2.1360, -0.0911)  0.45
N (0.0217, 1.5088, 1.9275)  1.53
Si (-0.3472, 1.7425, 3.6130)  -0.25
C (-1.0263, 3.4733, 3.9082)  -1.24
C (1.1467, 1.4644, 4.7009)  -0.97
C (-1.6462, 0.4923, 4.1162)  -1.11
H (0.7961, 3.2853, -2.9320)  0.37
H (0.8775, 1.5741, -2.5147)  -0.26
H (2.3601, 2.4793, -2.8785)  0.40
H (2.8552, 4.5295, -1.2059)  0.52
H (2.9171, 5.0156, 1.2400)  0.45
H (1.6196, 3.6436, 2.8084)  0.42
H (-0.3719, 4.0830, 4.5315)  0.36
H (-1.9918, 3.4167, 4.4133)  0.45
H (-1.1732, 4.0105, 2.9693)  0.30
H (2.0412, 1.9492, 4.3136)  0.34
H (1.3653, 0.3969, 4.7681)  0.10
H (0.9750, 1.8368, 5.7120)  0.54
H (-2.5952, 0.6522, 3.6076)  0.29
H (-1.8252, 0.5901, 5.1889)  0.50
H (-1.3096, -0.5290, 3.9253)  0.22
C (5.6254, -5.2217, -2.4350)  -0.59
S (4.0233, -5.8992, -2.9031)  -0.10
C (3.0806, -5.4962, -1.4180)  -1.11
C (2.8043, -4.0083, -1.2509)  1.04
C (1.9913, -3.7533, 0.0221)  -1.74
N (1.2405, -2.4800, 0.0657)  0.54
P (1.9465, -0.9379, 0.2706)  1.26
C (3.3992, -0.8792, -0.8180)  0.57
C (3.1822, -0.5313, -2.1476)  -0.16
C (4.2212, -0.5523, -3.0641)  -1.16
C (5.4976, -0.9039, -2.6487)  -0.63
C (5.7303, -1.2296, -1.3189)  -0.89
C (4.6872, -1.2175, -0.4069)  -0.62
C (2.6961, -0.9448, 1.9211)  1.41
C (2.4407, -1.9298, 2.8676)  -0.51
C (3.0486, -1.8800, 4.1150)  -0.77
C (3.9109, -0.8401, 4.4258)  -0.71
C (4.1437, 0.1646, 3.4963)  -0.90
C (3.5350, 0.1187, 2.2543)  -0.65
P (-0.3233, -2.3572, -0.6058)  1.35
C (-0.2339, -3.2351, -2.1988)  0.33
C (0.1344, -2.5024, -3.3232)  0.04
C (0.3734, -3.1333, -4.5342)  -0.91
C (0.2291, -4.5088, -4.6339)  -0.70
C (-0.1675, -5.2476, -3.5267)  -0.81
C (-0.3995, -4.6145, -2.3170)  -0.65
C (-1.3295, -3.4794, 0.4056)  0.47
C (-2.5497, -3.9293, -0.0994)  -0.72
C (-3.3735, -4.7307, 0.6726)  -0.87
C (-2.9978, -5.0778, 1.9644)  -0.64
C (-1.7963, -4.6159, 2.4799)  -0.68
C (-0.9625, -3.8245, 1.6996)  -0.08
H (6.3246, -5.4617, -3.2335)  0.39
H (5.9845, -5.6805, -1.5141)  0.26
H (5.5954, -4.1388, -2.3205)  -0.01
H (3.6073, -5.8986, -0.5475)  0.45
H (2.1429, -6.0497, -1.5013)  0.39
H (2.2713, -3.6451, -2.1298)  -0.05
H (3.7488, -3.4678, -1.2202)  -0.17
H (2.6435, -3.8008, 0.8975)  0.64
H (1.2581, -4.5600, 0.1456)  0.48
H (2.1887, -0.2454, -2.4732)  0.37
H (4.0396, -0.2873, -4.0963)  0.52
H (6.3129, -0.9171, -3.3590)  0.43
H (6.7270, -1.4938, -0.9925)  0.43
H (4.8769, -1.4844, 0.6243)  0.44
H (1.7605, -2.7397, 2.6374)  -0.28
H (2.8504, -2.6577, 4.8403)  0.43
H (4.3879, -0.8032, 5.3956)  0.36
H (4.7976, 0.9904, 3.7424)  0.46
H (3.7273, 0.9095, 1.5374)  0.44
H (0.2723, -1.4288, -3.2488)  -0.02
H (0.6767, -2.5548, -5.3957)  0.47
H (0.4220, -5.0068, -5.5739)  0.42
H (-0.2854, -6.3194, -3.6059)  0.45
H (-0.7023, -5.2010, -1.4583)  0.54
H (-2.8490, -3.6740, -1.1099)  0.53
H (-4.3131, -5.0846, 0.2692)  0.47
H (-3.6406, -5.7060, 2.5656)  0.45
H (-1.4960, -4.8829, 3.4844)  0.46
H (-0.0236, -3.4687, 2.1073)  0.14
S (-3.4585, 2.6261, -2.2581)  -0.13
C (-3.0641, 1.2083, -3.1231)  -0.35
C (-2.1728, 0.4693, -2.4179)  -1.21
N (-1.8073, 1.0141, -1.2161)  0.42
C (-2.4149, 2.1501, -1.0109)  -0.42
H (-3.4936, 0.9917, -4.0849)  0.46
H (-1.7641, -0.4826, -2.7185)  0.40
H (-2.2550, 2.7512, -0.1287)  0.39
N (-2.3151, -0.5432, 1.1954)  -0.19
C (-3.2746, -0.9994, 1.6252)  -0.21
C (-4.4740, -1.5723, 2.1595)  0.51
C (-5.5940, -1.6917, 1.3407)  -0.36
C (-6.7355, -2.2854, 1.8499)  -0.70
C (-6.7488, -2.7509, 3.1591)  -0.42
C (-5.6271, -2.6255, 3.9679)  -0.77
C (-4.4783, -2.0327, 3.4719)  -0.23
H (-5.5615, -1.3317, 0.3215)  0.53
H (-7.6139, -2.3830, 1.2282)  0.43
H (-7.6440, -3.2118, 3.5538)  0.43
H (-5.6479, -2.9873, 4.9857)  0.43
H (-3.5931, -1.9291, 4.0849)  0.52

E_tot: -153576.997 eV
energy above the lowest of the compared OMol25 structures with the same formula, charge and spin: 11.5 kcal per mole
charge: +1

---

Record 2
Below is C47H52N9O2Si2Sr as an isolated structure, with properties calculated with wB97M-V/def2-TZVPD.

Last column: Mulliken charge in e.
CARTESIAN COORDINATES (ANGSTROEM)
Sr (-0.0267, 0.4300, -0.6971)  1.25
O (-1.8735, -2.8200, 1.9363)  -0.76
C (-0.7916, -3.3548, 2.2938)  0.47
C (-0.4882, -3.5825, 3.6845)  -0.60
C (0.6328, -4.2525, 4.0986)  -0.63
C (1.5593, -4.7741, 3.1732)  -0.83
C (1.3131, -4.5678, 1.8292)  -0.02
C (0.2244, -3.8190, 1.3707)  0.72
C (0.1321, -3.6352, -0.0719)  -1.13
N (-0.1873, -2.5810, -0.6889)  0.68
C (-0.2970, -2.7133, -2.1318)  -0.51
C (-1.6117, -2.0708, -2.5903)  -1.30
N (-1.4016, -0.6323, -2.7157)  0.87
C (-1.7663, -0.0628, -3.7974)  -1.61
C (-1.5726, 1.3239, -4.1493)  1.22
C (-1.8095, 1.6756, -5.4874)  -0.64
C (-1.5486, 2.9368, -5.9690)  -0.92
C (-1.0156, 3.8831, -5.0814)  -0.52
C (-0.7920, 3.5860, -3.7610)  -0.32
C (-1.0984, 2.3044, -3.2155)  -0.01
O (-0.9590, 2.0474, -1.9714)  -0.36
H (-1.2105, -3.2010, 4.4018)  0.42
H (0.8014, -4.3979, 5.1617)  0.37
H (2.4191, -5.3433, 3.5027)  0.39
H (2.0042, -4.9689, 1.0910)  0.34
H (0.4432, -4.5183, -0.6617)  0.30
H (-0.2115, -3.7567, -2.4631)  0.59
H (0.5042, -2.1438, -2.6240)  -0.06
H (-2.3542, -2.2485, -1.8075)  0.26
H (-1.9714, -2.5165, -3.5292)  0.46
H (-2.2403, -0.6721, -4.5840)  0.08
H (-2.1926, 0.9105, -6.1574)  0.33
H (-1.7333, 3.1879, -7.0050)  0.36
H (-0.7703, 4.8751, -5.4460)  0.42
H (-0.3721, 4.3188, -3.0863)  0.05
C (-4.6873, 0.0304, 0.5276)  -1.08
C (-4.6515, -0.2879, 1.8784)  -1.07
C (-3.4322, -0.3776, 2.5179)  -1.01
C (-2.2736, -0.1340, 1.7880)  -0.09
N (-2.3082, 0.1495, 0.4882)  2.78
C (-3.4845, 0.2310, -0.1252)  -1.24
C (-0.9305, -0.2198, 2.4429)  -0.29
C (-0.7757, -0.1153, 3.8235)  -0.90
C (0.4904, -0.2703, 4.3553)  -2.22
C (1.5563, -0.5835, 3.5275)  -0.68
C (1.3268, -0.6661, 2.1599)  0.16
N (0.1192, -0.4057, 1.6484)  2.87
C (2.3731, -1.1340, 1.1990)  -0.61
C (3.4579, -1.8763, 1.6598)  -0.26
C (4.3608, -2.3834, 0.7451)  -1.20
C (4.1626, -2.1336, -0.6030)  -0.84
C (3.0627, -1.3777, -0.9707)  -1.51
N (2.1798, -0.8988, -0.1020)  2.96
H (-5.6207, 0.1085, -0.0129)  0.50
H (-5.5667, -0.4827, 2.4231)  0.42
H (-3.3709, -0.6809, 3.5514)  0.52
H (-3.4421, 0.4770, -1.1813)  0.32
H (-1.6210, 0.0968, 4.4618)  0.38
H (0.6448, -0.1751, 5.4226)  0.44
H (2.5390, -0.7513, 3.9418)  0.42
H (3.5605, -2.0986, 2.7111)  0.40
H (5.2036, -2.9736, 1.0816)  0.49
H (4.8456, -2.5006, -1.3565)  0.44
H (2.8840, -1.1379, -2.0138)  0.15
C (5.4374, 4.0446, 1.1535)  -1.20
Si (4.2514, 2.5856, 0.8370)  -0.12
C (5.3243, 1.3139, -0.0678)  -0.82
C (4.0205, 1.8437, 2.5702)  -0.46
C (2.7134, 2.9413, -0.0868)  2.54
C (2.7917, 2.5604, -1.5121)  -2.77
C (3.7536, 3.1308, -2.3818)  -0.46
C (3.8448, 2.7606, -3.7043)  -1.13
C (2.9570, 1.8122, -4.2037)  -1.20
C (2.0343, 1.2983, -3.3167)  -0.69
N (1.9502, 1.6341, -2.0272)  2.12
Si (2.0529, 4.6183, 0.1991)  0.36
C (3.0416, 6.0179, -0.6436)  -1.41
C (2.1160, 5.0834, 2.0523)  -0.83
C (0.3039, 4.9751, -0.4292)  -1.01
H (6.3200, 3.7026, 1.7032)  0.36
H (4.9643, 4.8353, 1.7414)  0.32
H (5.7780, 4.4924, 0.2161)  0.28
H (6.0813, 0.9113, 0.6122)  0.38
H (5.8399, 1.7453, -0.9284)  0.36
H (4.7209, 0.4816, -0.4307)  -0.03
H (4.9551, 1.8889, 3.1374)  0.53
H (3.7376, 0.7934, 2.4776)  -0.08
H (3.2425, 2.3386, 3.1557)  0.09
H (4.4204, 3.8818, -1.9785)  0.53
H (4.5912, 3.2127, -4.3483)  0.41
H (2.9681, 1.4956, -5.2375)  0.49
H (1.2997, 0.5713, -3.6633)  0.24
H (4.0784, 6.0576, -0.3015)  0.33
H (2.5805, 6.9921, -0.4503)  0.42
H (3.0494, 5.8733, -1.7279)  0.31
H (2.8641, 5.8582, 2.2364)  0.45
H (2.3595, 4.2298, 2.6894)  -0.18
H (1.1506, 5.4827, 2.3710)  0.47
H (0.3567, 5.4763, -1.3989)  0.42
H (-0.2019, 5.6624, 0.2570)  0.45
H (-0.3150, 4.0872, -0.5491)  -0.22
N (-0.3491, 3.9368, 4.7369)  -0.45
C (-1.1561, 3.7433, 3.6381)  0.24
C (-0.7164, 2.9486, 2.5619)  0.22
N (-1.4771, 2.7279, 1.5161)  1.08
C (-2.6910, 3.2883, 1.5020)  -0.69
C (-3.1182, 4.0610, 2.5593)  -0.84
N (-2.3598, 4.2964, 3.6356)  -0.73
H (0.6410, 3.8479, 4.5743)  0.26
H (-0.6171, 4.7146, 5.3170)  0.27
H (0.2791, 2.5126, 2.5625)  -0.03
H (-3.3123, 3.1067, 0.6342)  0.45
H (-4.1010, 4.5185, 2.5501)  0.43

E_tot: -83686.916 eV
charge: -1